# 1
The following is a DFT calculation (the ωB97M-V functional and the def2-TZVPD basis) of a structure of composition C35H35FN5O6S2Tc.

As for the orbital gap (spin up / spin down): 4.20 / 6.46 eV. The HOMO energy (spin up / spin down) is -0.0758 / -0.1590 hartree. The multiplicity is 2. Its charge is -1. For the energy relative to the best compared isomer or geometry (same formula, charge and spin), the calculation gives 0.0 kcal per mole. Its lowest unoccupied orbital energy (spin up / spin down) is 2.134 / 2.134 eV.

Atoms and positions in Å:
Tc 0.4002 1.1154 0.0970
N 0.2703 -3.8846 5.9678
C 0.3576 -2.6020 5.4146
C 1.4741 -1.8018 5.6569
C 1.5395 -0.5157 5.1462
C 0.4882 -0.0210 4.3921
C -0.6283 -0.8065 4.1391
C -0.6962 -2.0883 4.6559
S 0.5783 1.5796 3.6441
O 1.5406 2.3624 4.3722
O -0.7663 2.0596 3.5172
N 1.0988 1.2380 2.1536
C 2.3988 1.1275 1.8239
N 2.4953 1.1495 0.4604
C 3.6789 1.0592 -0.1086
C 4.8225 0.9434 0.6683
C 4.6275 0.8892 2.0434
N 3.4454 0.9650 2.6402
H 1.1590 -4.3200 6.1566
H -0.3555 -4.5078 5.4828
H 2.2915 -2.1921 6.2528
H 2.4052 0.1108 5.3142
H -1.4344 -0.4039 3.5362
H -1.5740 -2.6993 4.4745
H 3.6969 1.0720 -1.1921
H 5.8049 0.8779 0.2268
H 5.4791 0.7665 2.7067
C -4.1519 -1.7972 -5.2815
C -4.0290 -0.2821 -5.1295
C -3.8989 0.4372 -6.4669
C -2.6161 0.0213 -7.1742
C -1.4350 0.0868 -6.2411
C -0.1275 0.1387 -6.7831
C 0.9358 0.2293 -5.9159
F 2.1923 0.2828 -6.4447
C 0.8046 0.2787 -4.5479
C -0.4940 0.2234 -3.9797
C -0.6727 0.2768 -2.5746
O 0.3937 0.3764 -1.8241
C -2.0127 0.1519 -2.0568
C -3.0371 0.0295 -2.9358
N -2.8847 0.0565 -4.2933
C -1.6068 0.1170 -4.8688
C -2.3847 0.0335 -0.5940
O -3.5044 -0.3850 -0.3097
O -1.5033 0.3361 0.2957
H -4.9887 -2.0541 -5.9348
H -4.3145 -2.2612 -4.3079
H -3.2375 -2.2153 -5.7046
H -4.9127 0.0950 -4.6097
H -3.8812 1.5134 -6.2783
H -4.7751 0.2223 -7.0828
H -2.4373 0.6749 -8.0320
H -2.7233 -0.9903 -7.5834
H 0.0350 0.1235 -7.8524
H 1.6647 0.3679 -3.9021
H -4.0440 -0.1064 -2.5655
C 0.1360 2.7531 -0.1870
C -0.1315 4.1470 -0.4345
C -0.2352 5.0431 0.6328
C -0.4897 6.3826 0.3875
C -0.6487 6.8379 -0.9153
C -0.5543 5.9484 -1.9780
C -0.2953 4.6073 -1.7437
H -0.1256 4.6682 1.6423
H -0.5702 7.0734 1.2176
H -0.8504 7.8854 -1.1026
H -0.6832 6.3002 -2.9942
H -0.2194 3.9031 -2.5626
C 2.0337 -3.9489 1.1922
C 0.6084 -3.5500 1.5298
S -0.0982 -2.2087 0.5470
O 0.9692 -1.1411 0.6055
C -0.0376 -2.9001 -1.1340
C 1.2722 -2.6863 -1.8738
H 2.4529 -4.5474 2.0028
H 2.6486 -3.0562 1.0747
H 2.0875 -4.5359 0.2762
H 0.5508 -3.1490 2.5436
H -0.1025 -4.3779 1.4588
H -0.8499 -2.3839 -1.6502
H -0.3198 -3.9523 -1.0383
H 1.5481 -1.6349 -1.8215
H 1.1290 -2.9424 -2.9249
H 2.0836 -3.2921 -1.4747

---

# 2
The following is a DFT calculation (the ωB97M-V functional and the def2-TZVPD basis) of a cluster of 11 separate species, H21O11 in total at a distorted geometry.

As for the orbital gap: 9.25 eV. The HOMO energy is -0.2354 hartree. Its charge is -1. For the energy relative to the best compared isomer or geometry (same formula, charge and spin), the calculation gives 28.4 kcal per mole. Its lowest unoccupied orbital energy is 2.839 eV.

Atoms and positions in Å:
O -1.4852 -3.2074 -0.5186
H -0.9422 -2.7061 0.1048
H -1.4284 -2.5989 -1.2807
O 2.5538 0.5286 -3.5515
H 2.4446 -0.2523 -4.0952
H 1.8861 0.5030 -2.8533
O -1.3435 1.3757 0.5482
H -3.2726 0.0540 -0.1110
H -1.1650 2.3180 0.4896
O 2.9333 -0.7460 -0.8681
H 3.3402 -1.1422 -0.0952
H 2.2221 -0.1132 -0.5480
O -0.9346 2.6185 -1.7562
H -1.6192 1.9968 -1.4965
H -0.1158 2.1828 -1.4206
O 0.9400 0.9066 -0.5316
H 1.5152 1.6677 -0.3908
H -1.6408 -0.5770 3.5638
O -1.3384 0.3103 3.3314
H -1.3537 0.2565 2.3655
O -3.5804 -0.3847 -0.9069
H -0.4367 0.9611 0.4565
H -2.9159 -0.4445 -1.5957
O -0.5350 -1.1075 -2.2272
H -0.3002 -0.6307 -1.4134
H 0.0519 -1.8737 -2.2173
O 2.0095 1.0662 3.6874
H 1.7094 1.6446 2.9744
H 1.2612 1.1033 4.2958
O 0.6173 -1.3538 2.6110
H 0.7642 -0.4381 2.3581
H 1.2302 -1.8446 2.0488

---

# 3
The following is a DFT calculation (the ωB97M-V functional and the def2-TZVPD basis) of a structure of composition C10H13F6HgNO4S2 at a distorted geometry.

As for the orbital gap (spin up / spin down): 7.61 / 5.66 eV. The HOMO energy (spin up / spin down) is -0.2874 / -0.2269 hartree. For the energy relative to the best compared isomer or geometry (same formula, charge and spin), the calculation gives 29.0 kcal per mole. Its lowest unoccupied orbital energy (spin up / spin down) is -0.214 / -0.518 eV.

Atoms and positions in Å:
C -0.0473 1.0075 -3.6630
C 0.0857 -2.2992 -3.0005
C 0.9789 -0.0253 -3.3415
H -0.0752 1.7385 -2.8349
C 1.4329 -2.3280 -2.4742
H -0.2156 -3.3538 -3.1373
H 1.1360 -0.6649 -4.2252
H 1.8019 -3.3585 -2.3435
C 2.2464 0.1154 -2.6766
H 2.2640 0.8284 -1.8389
H 2.9933 0.4072 -3.4323
C -1.2774 0.0337 -3.5703
H -2.0592 0.3530 -4.2682
H -1.6766 0.0994 -2.5488
C -0.9098 -1.4634 -3.8688
H -0.6140 -1.5305 -4.9256
H -1.8533 -2.0234 -3.8168
C 2.5863 -1.3335 -2.2025
H 3.5171 -1.6908 -2.6694
H 2.7742 -1.2574 -1.1136
Hg 0.0556 -1.9058 -0.9943
H 0.0012 1.5812 -4.5793
F -3.8340 -1.2177 2.0728
C -2.6912 -0.6475 2.5187
F -2.9728 0.5628 3.0395
F -2.1565 -1.4320 3.4790
S -1.5037 -0.4927 1.1104
O -1.0905 -1.9314 0.8819
O -2.1324 0.1574 -0.0059
N -0.3803 0.3036 1.8871
S 1.0674 0.4951 1.1783
O 1.7761 -0.7660 0.9989
O 1.0436 1.4447 0.0914
C 1.8304 1.2963 2.6654
F 1.1843 2.4427 2.9630
F 1.7541 0.4578 3.7213
F 3.1304 1.5735 2.4187

---

# 4
The following is a DFT calculation (the ωB97M-V functional and the def2-TZVPD basis) of a structure of composition C41H63LuN7OSi2 at a distorted geometry.

As for the orbital gap: 5.00 eV. The HOMO energy is -0.0967 hartree. Its charge is -1. Its lowest unoccupied orbital energy is 2.365 eV.

Atoms and positions in Å:
Lu 0.3424 -1.1212 0.2549
C 0.8507 2.5198 0.4697
Si -0.5846 3.7298 0.7564
C -2.1715 3.2083 -0.2087
N -2.6382 1.8521 0.0275
C -3.3730 1.6730 1.2623
C -4.7748 2.3048 1.2333
C -5.5704 1.7407 0.0557
C -4.7864 1.9169 -1.2429
C -3.3912 1.2944 -1.0791
C -0.7242 4.1632 2.5990
C -1.9290 4.3727 3.2643
C -1.9625 4.7030 4.6070
C -0.7848 4.8334 5.3260
C 0.4270 4.6392 4.6813
C 0.4504 4.3163 3.3392
C -0.0468 5.3100 -0.1532
C 0.1671 6.5313 0.4765
C 0.5940 7.6384 -0.2334
C 0.8201 7.5479 -1.5972
C 0.6114 6.3406 -2.2439
C 0.1937 5.2397 -1.5248
H 1.6929 2.7813 1.1225
H 1.2017 2.6246 -0.5581
H -1.8857 3.2575 -1.2623
H -2.9658 3.9656 -0.0943
H -2.7752 2.0702 2.0849
H -3.4877 0.5961 1.4231
H -4.6947 3.3910 1.1397
H -5.2888 2.0908 2.1726
H -6.5475 2.2306 -0.0127
H -5.7361 0.6741 0.2249
H -4.6982 2.9813 -1.4764
H -5.3045 1.4353 -2.0747
H -2.8049 1.4218 -1.9922
H -3.4980 0.2196 -0.8969
H -2.8580 4.2738 2.7218
H -2.9135 4.8530 5.1006
H -0.8095 5.0850 6.3774
H 1.3529 4.7350 5.2336
H 1.4048 4.1784 2.8519
H -0.0030 6.6051 1.5417
H 0.7496 8.5802 0.2747
H 1.1487 8.4138 -2.1544
H 0.7763 6.2650 -3.3104
H 0.0564 4.2956 -2.0326
N 0.3121 0.7182 1.9742
C 0.3827 1.0956 0.7445
H 0.5533 1.4520 2.6788
C 0.7596 -1.2749 -4.1771
C 1.8333 -0.2029 -3.9793
C 1.5426 0.3383 -2.5703
O 0.3084 -0.2483 -2.1320
C -0.3591 -0.7783 -3.2665
H 1.1098 -2.2353 -3.8059
H 0.4486 -1.3975 -5.2124
H 1.7238 0.5888 -4.7215
H 2.8387 -0.6104 -4.0528
H 1.4388 1.4310 -2.5801
H 2.2967 0.0549 -1.8251
H -0.9489 0.0124 -3.7582
H -1.0199 -1.5783 -2.9241
C 1.7900 -2.6324 2.7265
C 3.1841 -2.5186 2.1613
C 4.2370 -3.1379 2.7916
C 5.5454 -3.0148 2.3401
C 5.7930 -2.1671 1.2638
C 4.7835 -1.5117 0.6083
C 5.0767 -0.5776 -0.5342
C 3.3949 -1.7062 0.9757
N 2.4379 -1.2042 0.2507
H 1.7718 -3.3174 3.5773
H 1.0664 -2.9934 1.9658
H 1.4420 -1.6487 3.0709
H 4.0306 -3.7373 3.6747
H 6.3499 -3.5405 2.8350
H 6.8188 -2.0148 0.9390
H 6.1485 -0.3985 -0.6317
H 4.5624 0.3732 -0.3801
H 4.7130 -0.9881 -1.4803
C 2.9598 -6.0915 1.2384
C 2.4414 -6.9562 0.0916
C 0.9586 -7.2691 0.2806
C 2.6773 -6.2740 -1.2729
N 1.8432 -5.1291 -1.4648
C 1.8919 -3.9040 -0.8873
N 0.8059 -3.2419 -1.2271
N 0.1027 -4.0445 -2.0270
N 0.6894 -5.1773 -2.1800
H 2.9351 -6.6482 2.1732
H 2.3460 -5.2020 1.3582
H 3.9849 -5.7709 1.0630
H 3.0029 -7.8998 0.0764
H 0.3861 -6.3499 0.3874
H 0.8054 -7.8675 1.1759
H 0.5653 -7.8238 -0.5692
H 2.4360 -6.9714 -2.0802
H 3.7268 -5.9737 -1.3543
H 2.6958 -3.5244 -0.2902
C -2.1917 -5.0709 0.4774
Si -3.0099 -3.3350 0.5260
C -3.7851 -3.0445 -1.2097
C -4.5707 -3.5794 1.6481
C -1.8487 -1.9656 1.0268
H -2.9254 -5.8727 0.4617
H -1.5545 -5.2310 1.3438
H -1.5842 -5.1673 -0.4163
H -4.3642 -3.9014 -1.5440
H -3.0149 -2.8613 -1.9517
H -4.4498 -2.1847 -1.2048
H -5.2293 -4.3728 1.3028
H -5.1575 -2.6652 1.6829
H -4.2976 -3.8182 2.6726
H -2.4101 -1.0257 0.8770
H -1.7093 -2.0324 2.1234

---

# 5
The following is a DFT calculation (the ωB97M-V functional and the def2-TZVPD basis) of a structure of composition C38H35F9N2O2PPdSi.

As for the orbital gap: 6.05 eV. The HOMO energy is -0.1421 hartree. Its charge is -1. For the energy relative to the best compared isomer or geometry (same formula, charge and spin), the calculation gives 6.1 kcal per mole. Its lowest unoccupied orbital energy is 2.187 eV.

Atoms and positions in Å:
Pd -0.0783 0.2853 1.0170
C 3.7757 -1.7646 2.4042
C 2.4939 -1.1939 2.4495
N 2.1767 -0.0904 1.8070
C 3.1304 0.5323 1.0953
C 4.4431 0.0523 0.9946
C 4.7523 -1.1388 1.6706
C 5.4001 0.7540 0.1837
C 5.0513 1.8670 -0.4936
C 3.7127 2.3893 -0.4146
C 3.3035 3.5304 -1.1246
C 2.0083 3.9655 -1.0087
C 1.1277 3.2446 -0.1848
N 1.4802 2.1598 0.4696
C 2.7548 1.7369 0.3747
H 3.9653 -2.6870 2.9354
H 1.6927 -1.6507 3.0195
H 5.7493 -1.5563 1.5954
H 6.4069 0.3586 0.1181
H 5.7708 2.3878 -1.1136
H 4.0123 4.0526 -1.7564
H 1.6512 4.8359 -1.5419
H 0.0956 3.5537 -0.0676
F -5.0805 -5.0556 -3.0222
C -5.3561 -3.7644 -2.7374
F -6.3565 -3.7721 -1.8422
F -5.8578 -3.2364 -3.8737
C -4.1462 -3.0229 -2.2574
C -4.1241 -2.4172 -1.0144
C -2.9797 -1.7369 -0.6096
C -1.8684 -1.6498 -1.4382
C -1.9088 -2.2741 -2.6862
C -3.0349 -2.9557 -3.0967
P -0.4561 -0.6550 -0.7789
C -0.4009 0.5549 -2.1962
C -1.1688 1.7027 -2.0038
C -1.1987 2.7134 -2.9516
C -0.4323 2.6018 -4.1007
C 0.3386 1.4638 -4.3140
C 0.3389 0.4465 -3.3746
C -0.4062 3.6903 -5.1266
F 0.8505 4.1247 -5.3699
F -1.1238 4.7689 -4.7677
F -0.8919 3.2854 -6.3198
C 0.9494 -1.7802 -1.2095
C 2.1885 -1.2333 -1.5615
C 3.3213 -2.0145 -1.6547
C 3.2448 -3.3804 -1.3859
C 2.0274 -3.9430 -1.0341
C 0.8955 -3.1475 -0.9493
C 4.4920 -4.1981 -1.4658
F 5.0400 -4.1804 -2.7012
F 5.4550 -3.7400 -0.6338
F 4.2971 -5.4909 -1.1519
H -4.9838 -2.4713 -0.3616
H -2.9390 -1.2615 0.3640
H -1.0496 -2.2183 -3.3438
H -3.0601 -3.4333 -4.0679
H -1.7087 1.8237 -1.0683
H -1.7990 3.5958 -2.7740
H 0.9366 1.3655 -5.2115
H 0.9249 -0.4425 -3.5728
H 2.2818 -0.1645 -1.7208
H 4.2680 -1.5554 -1.9129
H 1.9618 -4.9997 -0.8111
H -0.0385 -3.6047 -0.6451
C -4.8000 2.2826 1.9146
C -3.6001 1.4148 1.5877
O -2.4025 2.1387 1.7042
H -5.7282 1.7161 1.8062
H -4.8458 3.1443 1.2470
H -4.7458 2.6575 2.9376
H -3.7009 1.0285 0.5596
H -3.5745 0.5345 2.2423
H -1.7866 1.6238 2.3088
C 0.0164 0.1438 5.9452
Si -1.3242 0.6648 4.7112
C -1.8788 2.3957 5.2344
C -2.7900 -0.4901 5.0382
O -0.8008 0.6074 3.2053
H -0.3505 0.1520 6.9744
H 0.8736 0.8166 5.8810
H 0.3707 -0.8645 5.7202
H -2.1905 2.4118 6.2821
H -2.7131 2.7382 4.6194
H -1.0671 3.1130 5.1026
H -3.1542 -0.3917 6.0638
H -2.5054 -1.5313 4.8762
H -3.6203 -0.2685 4.3645

---

# 6
The following is a DFT calculation (the ωB97M-V functional and the def2-TZVPD basis) of a structure of composition C5H10O2 at a distorted geometry.

As for the orbital gap: 10.76 eV. The HOMO energy is -0.3568 hartree. For the energy relative to the best compared isomer or geometry (same formula, charge and spin), the calculation gives 86.3 kcal per mole. Its lowest unoccupied orbital energy is 1.056 eV.

Atoms and positions in Å:
C 1.8986 0.5364 1.3042
O 1.2021 -0.0737 -0.7127
C 0.2202 -1.1084 -0.7685
C -0.8925 -0.0597 -0.8489
C -2.1651 -0.2635 -0.0636
C 0.2216 0.8907 -0.3406
O 0.3973 1.0112 1.0281
H 1.7607 0.5667 2.3609
H 2.5279 1.3206 0.8762
H 2.4289 -0.4246 1.0496
H 0.1529 -1.7409 0.1354
H 0.4449 -1.7194 -1.6383
H -1.0956 0.1714 -1.9021
H -2.7557 0.6569 -0.0315
H -2.7823 -1.0461 -0.5211
H -1.9323 -0.5539 0.9645
H 0.3684 1.8363 -0.8918